Record 1
Here is 5 unconnected molecules or ions with the total composition C24H34N2O13 from the OMol25 dataset. Energies are from ωB97M-V with the def2-TZVPD basis set.

Structure (XYZ):
```
73
C24H34N2O13 (ωB97M-V with the def2-TZVPD basis set)
C -3.4295 0.9655 2.2976
C -3.2751 2.2652 1.8194
C -2.1963 2.5472 0.9578
C -1.2899 1.4937 0.6534
C -1.4253 0.2260 1.2972
C -2.5368 -0.0696 2.0547
N -0.0712 1.8487 -0.1544
O 0.6982 0.9323 -0.4584
O 0.0673 3.0631 -0.4273
H -4.3133 0.7252 2.8700
H -4.0358 2.9843 2.0847
H -2.0220 3.4994 0.4790
H -0.6711 -0.5424 1.3812
H -2.6002 -1.0605 2.4796
C 3.2451 3.5285 -0.8549
C 3.2025 2.6302 0.1721
C 4.0518 1.5016 0.1159
C 5.0860 1.4613 -0.8307
C 5.2853 2.5345 -1.6508
C 4.2619 3.4706 -1.7626
N 6.1188 0.3670 -0.8553
O 7.2468 0.6122 -1.2702
O 5.7526 -0.7190 -0.4987
H 2.4272 4.2013 -1.0665
H 2.3689 2.5967 0.8579
H 3.8904 0.6412 0.7484
H 6.1215 2.3689 -2.3141
H 4.2971 4.1664 -2.5879
C -0.3430 -1.5048 4.8046
C -0.2864 -1.9521 6.3028
O 1.0052 -2.3601 6.8182
C 1.9649 -1.5313 6.9084
O 2.0732 -0.4301 6.4524
O 2.8987 -2.1577 7.5498
C 4.2614 -1.5572 7.7296
H -1.1598 -1.9003 4.2010
H 0.5348 -1.9598 4.3457
H -0.3146 -0.4211 4.6909
H -0.9392 -2.8164 6.4247
H -0.7029 -1.1943 6.9663
H 4.8467 -2.2471 8.3375
H 4.0664 -0.5701 8.1489
H 4.7353 -1.4436 6.7546
C 1.3253 -1.2751 -8.7165
C 0.5153 -0.5405 -7.6085
O 1.0925 -0.9380 -6.3252
C 0.5424 -0.6234 -5.1422
O -0.5134 0.0088 -4.8292
O 1.3517 -1.2436 -4.3248
C 1.2240 -1.1359 -2.9494
H 0.9756 -1.0804 -9.7304
H 1.2548 -2.3616 -8.6656
H 2.3822 -1.0234 -8.8048
H -0.5329 -0.7850 -7.7806
H 0.6244 0.5391 -7.7116
H 1.2084 -2.0954 -2.4324
H 0.2542 -0.7357 -2.6535
H 2.0485 -0.5773 -2.5064
C -2.7640 -0.1183 -2.3595
C -4.0198 0.4934 -1.7355
O -4.4021 -0.0500 -0.4254
C -5.4977 -0.8132 -0.3761
O -6.2515 -1.1667 -1.2972
O -5.6674 -1.1685 0.8699
C -6.7651 -2.0538 1.2464
H -1.9465 0.1432 -1.6877
H -2.5691 0.3896 -3.3040
H -2.9438 -1.1484 -2.6672
H -4.8424 0.4448 -2.4489
H -3.7432 1.5134 -1.4688
H -6.6357 -2.8994 0.5709
H -7.7422 -1.6541 0.9749
H -6.8578 -2.2379 2.3167
```

Summary:
SMILES   O=[N+]([O-])c1ccccc1.O=[N+]([O-])c1ccccc1.CCOC(=O)OC.CCOC(=O)OC.CCOC(=O)OC
Kohn-Sham gap   8.747 eV
Net charge   0

Record 2
Here is a molecular structure, C9H62NO23Pd from the OMol25 dataset. Energies are from ωB97M-V with the def2-TZVPD basis set.

Structure (XYZ):
```
96
C9H62NO23Pd (ωB97M-V with the def2-TZVPD basis set)
Pd 0.3858 -3.6275 -3.2501
C 0.5467 0.6139 -2.4136
C 0.8257 -0.0119 -1.0067
C 0.8101 1.0767 0.0583
C -0.5903 1.5354 0.4338
C -1.5287 0.4020 0.7357
C -1.5714 -0.7294 -0.3325
N -0.1959 -1.0532 -0.7249
O -0.0770 -2.1648 -1.5227
C -2.5355 -0.2823 -1.4572
C -2.3337 -1.8983 0.4061
C 2.2397 -0.6087 -1.0195
H 1.4332 1.1609 -2.7241
H -0.2686 1.3398 -2.3880
H 0.1491 -0.1554 -3.0730
H 1.3675 1.9682 -0.2330
H 1.3899 0.7212 0.9136
H -1.0539 2.1912 -0.3094
H -0.5595 2.1960 1.2999
H -2.5330 0.8226 0.6355
H -1.4697 0.1773 1.8009
H -3.4793 0.0781 -1.0562
H -2.6021 -1.1643 -2.0934
H -2.1193 0.5592 -2.0114
H -1.6982 -2.1023 1.2713
H -2.3566 -2.8770 -0.0730
H -3.3049 -1.5869 0.7746
H 2.3119 -1.2096 -0.1113
H 3.0883 0.0674 -0.9142
H 2.4836 -1.2060 -1.8976
O -1.4706 2.8860 3.4328
H -2.0250 2.1710 3.7659
H -2.0672 3.4547 2.9379
O 1.1646 3.1692 3.3966
H 0.1996 3.0293 3.4111
H 1.2754 4.1100 3.5660
O 3.6516 2.8104 -1.4315
H 3.3965 2.6377 -0.5202
H 3.5654 1.9599 -1.8740
O 1.0146 3.9971 -2.8727
H 0.4787 4.3194 -2.1446
H 0.5457 3.2224 -3.1940
O 1.5824 1.2846 -5.2910
H 2.0227 1.8529 -4.6505
H 2.2663 0.6745 -5.5814
O 4.9393 0.5801 -2.6818
H 5.2820 -0.3056 -2.5305
H 5.7069 1.1550 -2.5982
O 0.8779 -1.6028 2.1605
H 0.3021 -1.4465 1.4015
H 1.7719 -1.5879 1.7930
O 2.2532 -3.8051 -2.0871
H 2.8003 -4.5285 -1.7634
H 2.2272 -3.1718 -1.3587
O -3.9184 3.5972 -1.5363
H -4.2278 2.6958 -1.4169
H -3.8014 3.6897 -2.4866
O -2.1166 -0.7697 4.0667
H -1.2069 -0.4616 4.1716
H -2.6466 0.0396 4.0211
O -0.5122 -4.7181 2.3924
H -0.3247 -4.2858 1.5550
H 0.2721 -4.5590 2.9273
O -5.4526 -0.9952 -2.7554
H -5.4180 -0.3572 -2.0393
H -4.7470 -1.6163 -2.5606
O 4.6934 -0.2850 1.7063
H 5.3064 -0.1110 2.4259
H 4.1884 0.5349 1.6150
O 1.5825 4.4349 0.4608
H 1.4794 4.0106 1.3222
H 0.6842 4.6230 0.1766
O 1.4528 -1.8493 -4.2627
H 1.9302 -1.1073 -3.8788
H 1.3058 -1.5960 -5.1793
O 3.3933 2.4101 1.8476
H 3.7950 3.2845 1.8279
H 2.7834 2.4404 2.5998
O 3.4909 -2.7230 1.5334
H 3.7456 -1.8019 1.3526
H 3.1759 -2.7137 2.4424
O -3.8279 1.2567 3.4459
H -3.9917 1.8175 2.6817
H -4.6162 1.3546 3.9921
O 1.1054 0.3353 4.0122
H 1.0719 1.2052 3.5985
H 0.9917 -0.2953 3.2771
O -5.0474 -3.5038 0.9473
H -5.9626 -3.3153 0.7197
H -4.6382 -2.6408 1.0380
O -1.5213 -3.0629 -4.2075
H -1.9631 -3.1152 -5.0612
H -2.2354 -3.0531 -3.5622
O -2.6166 -3.4408 4.0258
H -1.8635 -3.9246 3.6647
H -2.3075 -2.5262 4.0956
```

Summary:
Expectation value of S²   2.01
Multiplicity   3
Kohn-Sham gap (spin up / spin down)   8.601 / 7.491 eV
Net charge   +1

Record 3
Here is 2 unconnected molecules or ions with the total composition C5H13N3 from the OMol25 dataset. Energies are from ωB97M-V with the def2-TZVPD basis set.

Structure (XYZ):
```
21
C5H13N3 (ωB97M-V with the def2-TZVPD basis set)
C 1.6080 -1.1817 -0.4660
C 0.8795 0.0448 1.7680
C 0.4282 -0.7553 0.5754
N 1.2910 -2.4172 -1.1465
N -0.6946 -1.3997 0.6312
H 1.0140 -3.1335 -0.4777
H 0.5530 -2.2964 -1.8329
H -0.8204 -1.9745 -0.2055
H 2.5094 -1.3081 0.1372
H 1.7975 -0.3711 -1.1735
H 0.0148 0.4562 2.2946
H 1.4413 -0.5979 2.4507
H 1.5200 0.8665 1.4405
C -2.2063 1.5105 -0.3015
C -0.7946 1.5436 -0.7893
N -0.0733 2.6008 -0.8697
H -0.5919 3.4316 -0.5569
H -0.2106 0.5144 -0.9387
H -2.7361 2.4284 -0.5696
H -2.2064 1.3794 0.7834
H -2.7225 0.6592 -0.7530
```

Summary:
SMILES   [H]/N=C(/C)CN.[H]/N=C\C
Kohn-Sham gap   10.392 eV
Net charge   0

Record 4
Here is 2 unconnected molecules or ions with the total composition C2H7I3Si2 from the OMol25 dataset. Energies are from ωB97M-V with the def2-TZVPD basis set.

Structure (XYZ):
```
14
C2H7I3Si2 (ωB97M-V with the def2-TZVPD basis set)
C -1.3388 -1.3728 0.4321
C -1.4310 -0.0640 -0.3590
Si -0.5566 1.2601 0.6779
Si 2.2329 0.6525 -0.6647
I 2.9669 -1.2580 0.8455
I 3.9533 2.4133 -0.1857
I 2.5611 0.0591 -3.1028
H -1.9488 -1.4382 1.3319
H -1.6721 -2.0925 -0.2430
H -0.3818 -1.5770 0.7252
H -2.5041 0.0668 -0.4162
H -1.0722 -0.0943 -1.3059
H -0.4541 2.7429 0.2035
H -0.3545 0.7021 2.0611
```

Summary:
Kohn-Sham gap   6.715 eV
Net charge   0

What did we get for strongest force on any atom? Answer: 4.62, 4.18, 3.04, 4.54 eV Å⁻¹, in the order shown.
What did we get for energy relative to the best compared isomer or geometry (same formula, charge and spin)? Answer: 0.000, 2.004, 1.732, 1.649 eV, in the order shown.